The following is a quantum chemistry calculation of 9 unconnected molecules or ions with the total composition C53H124N8O9, from the OMol25 dataset.

Structure (XYZ):
```
194
Properties=species:S:1:pos:R:3:forces:R:3
C 3.1256 -2.8240 -1.5880 0.32 0.56 0.02
C 3.5520 -3.6495 -0.3300 -1.88 0.15 -1.63
C 2.6431 -4.9067 -0.2885 -1.36 1.53 -0.86
C 3.0536 -6.0321 0.5189 1.96 -2.15 0.87
C 4.5176 -6.4161 0.1623 -1.32 0.14 -0.94
C 5.4541 -5.2059 0.1601 2.56 -1.28 0.03
N 4.9178 -4.0592 -0.5870 -0.08 0.16 1.58
O 5.7708 -3.0679 -1.0016 -1.00 -1.03 0.78
C 5.7611 -4.8677 1.6059 -0.48 0.18 1.38
C 6.8003 -5.6322 -0.4830 0.17 0.40 -0.66
C 3.3569 -2.8440 0.9459 0.34 1.17 0.67
H 2.1500 -2.3464 -1.4979 -0.08 -0.26 0.52
H 3.0803 -3.4190 -2.5002 0.15 -0.35 0.13
H 3.8219 -2.0082 -1.7824 -0.01 0.04 0.15
H 1.6649 -4.6639 0.1265 -0.03 0.98 -0.14
H 2.3974 -5.1742 -1.3161 0.38 -0.35 -0.15
H 2.3540 -6.8497 0.3448 0.25 -0.27 -0.20
H 2.9689 -5.8859 1.5957 0.08 0.44 0.08
H 4.5672 -6.7662 -0.8688 -0.36 -0.38 -0.10
H 4.8986 -7.2253 0.7851 0.25 0.33 0.08
H 6.4440 -4.0389 1.7924 -0.23 0.12 -0.21
H 4.8382 -4.7911 2.1807 0.03 0.66 -0.04
H 6.1901 -5.7578 2.0662 0.39 -0.08 -0.39
H 7.3251 -6.4591 -0.0045 -0.68 -0.16 0.29
H 6.6344 -5.9181 -1.5217 0.03 -0.09 -0.13
H 7.5585 -4.8492 -0.4748 -0.23 0.32 0.03
H 3.0999 -3.4062 1.8436 0.13 -0.35 -0.25
H 2.5429 -2.1380 0.7814 -0.20 -0.14 -0.15
H 4.2018 -2.2036 1.1992 0.21 -0.16 -0.14
H 6.0628 -3.3804 -1.8611 0.71 0.00 -0.63
C -3.5283 -0.5966 6.2598 0.56 1.21 0.48
C -3.2260 0.2733 7.5239 0.85 0.79 -0.20
C -2.5343 -0.5576 8.6152 0.96 -1.54 0.20
C -1.0026 -0.9030 8.3833 -1.67 1.40 -0.95
C -0.2722 0.4370 8.2419 -0.05 -0.93 -0.48
C -0.8266 1.3216 7.0402 0.13 -1.49 2.20
N -2.2932 1.4683 7.2516 -0.21 -1.79 1.63
O -2.9024 2.3348 6.3598 -0.04 0.52 -0.97
C -0.1681 2.6673 7.3125 -0.30 0.65 0.04
C -0.3772 0.7503 5.7008 -0.08 0.77 -0.88
C -4.5734 0.8154 8.1220 1.00 -0.26 -1.50
H -4.1063 -1.4757 6.5449 -0.05 0.07 -0.20
H -2.5981 -0.8744 5.7642 -0.01 -0.32 0.17
H -4.0478 0.0470 5.5499 -0.33 -0.21 -0.06
H -2.7733 -0.1688 9.6051 0.58 0.57 0.05
H -2.9312 -1.5682 8.7114 -0.86 -0.03 -0.49
H -0.9420 -1.4059 7.4182 -0.10 -0.14 -0.21
H -0.6695 -1.6692 9.0832 0.27 0.59 0.43
H 0.7780 0.2770 7.9981 0.19 0.02 0.10
H -0.3211 0.9322 9.2116 -0.09 0.46 -0.19
H -0.4534 3.3644 6.5246 0.22 0.33 0.13
H -0.4562 3.0346 8.2975 -0.76 0.16 -0.15
H 0.9102 2.6703 7.4720 0.21 -0.55 -0.82
H -0.4917 -0.3014 5.4381 -0.11 -0.15 0.73
H -0.9394 1.2714 4.9260 -0.13 0.16 -0.14
H 0.6603 1.0271 5.5133 0.15 -0.17 0.12
H -5.1157 -0.1097 8.3176 -0.28 0.35 0.92
H -5.1788 1.3581 7.3959 0.20 -0.10 -0.38
H -4.3838 1.5530 8.9018 -0.08 -0.68 0.55
H -2.9956 3.1326 6.8855 -0.18 0.25 -0.13
C -0.7721 7.1172 -4.3478 0.68 -0.80 -0.22
C -0.9297 5.5887 -4.6120 -1.23 0.26 -0.04
C -2.0271 5.4932 -5.6963 -0.45 -1.81 -0.87
C -2.1935 4.0516 -6.3324 -0.56 1.57 1.86
C -0.8873 3.6349 -6.9118 -1.41 0.47 -0.23
C 0.2454 3.6701 -5.8850 1.70 -0.13 -1.30
N 0.3258 4.9559 -5.0914 -2.83 -0.55 -2.17
O 1.3363 4.9138 -4.1601 0.64 -0.02 0.74
C 0.1906 2.2952 -5.2066 -0.57 -0.06 0.69
C 1.5574 3.6585 -6.7163 -0.41 -0.53 -0.20
C -1.5086 4.9178 -3.3603 0.66 0.01 0.66
H -1.7092 7.5072 -3.9507 0.15 -0.03 0.24
H -0.5568 7.6718 -5.2611 -0.02 -0.20 -0.19
H 0.0738 7.3001 -3.6852 -0.22 0.08 0.35
H -3.0115 5.6928 -5.2728 0.22 0.54 0.32
H -1.8550 6.2133 -6.4962 0.12 -0.01 -0.10
H -3.0614 4.0146 -6.9908 0.34 0.31 -0.58
H -2.5136 3.3356 -5.5754 0.15 0.04 0.53
H -0.7825 4.3083 -7.7625 0.81 -0.20 -0.20
H -1.1305 2.6216 -7.2317 1.05 -0.16 -0.48
H 0.2809 1.4855 -5.9307 0.21 0.28 -0.40
H 0.9657 2.0830 -4.4701 -0.18 0.40 0.29
H -0.8152 2.1418 -4.8156 0.12 -0.07 0.63
H 2.4176 3.4738 -6.0728 0.18 0.48 -0.06
H 1.5416 2.8196 -7.4120 -0.14 -0.26 0.04
H 1.6279 4.5255 -7.3732 0.27 0.31 0.46
H -2.4848 5.2853 -3.0439 -0.05 0.25 -0.35
H -0.8386 5.1382 -2.5292 0.13 -0.30 0.20
H -1.6031 3.8376 -3.4709 0.14 -0.04 -0.04
H 1.9788 5.4595 -4.6195 0.52 0.14 0.42
C -2.2885 0.3941 -1.9771 1.45 -0.14 1.28
C -1.1739 0.8762 -0.8999 -1.76 -0.03 -0.98
C -1.6962 2.1976 -0.3149 1.04 0.93 0.22
C -2.9448 2.1437 0.5839 1.60 0.04 -1.95
C -2.5694 1.1809 1.6756 -1.23 -1.23 0.26
C -2.0310 -0.2588 1.2821 -0.38 0.78 -1.55
N -0.9649 -0.0406 0.2389 0.04 1.15 1.18
O -0.1786 -1.1863 -0.0143 -0.57 0.34 -0.30
C -1.3969 -0.8226 2.5485 -0.32 -0.68 -0.76
C -3.1622 -1.2422 0.7735 0.14 0.42 -0.02
C 0.1545 1.1485 -1.6033 0.64 -0.46 0.34
H -2.1006 -0.6724 -2.1007 -0.43 -0.22 -0.24
H -2.1767 0.8652 -2.9537 0.13 0.20 0.12
H -3.2868 0.5839 -1.5826 0.06 -0.26 -0.19
H -0.9096 2.6206 0.3098 0.40 -0.20 0.33
H -1.6771 2.9262 -1.1254 -0.78 -0.02 -0.29
H -3.7719 1.8743 -0.0730 -0.38 -0.39 0.51
H -3.1455 3.1481 0.9566 -0.03 -0.08 0.20
H -3.5015 1.0431 2.2235 0.14 -0.44 0.56
H -1.8619 1.6203 2.3788 0.12 0.13 -0.19
H -2.0637 -0.5876 3.3781 0.30 0.06 0.20
H -1.3754 -1.9065 2.4361 0.25 -0.12 0.25
H -0.3758 -0.4580 2.6604 -0.16 0.16 0.28
H -3.8360 -0.8794 -0.0027 0.08 0.68 0.20
H -2.7937 -2.1561 0.3075 0.68 -0.09 0.30
H -3.8039 -1.5652 1.5933 0.09 0.07 0.25
H 0.9048 1.2517 -0.8195 0.14 0.24 0.04
H 0.2007 2.0161 -2.2616 -0.53 0.27 0.29
H 0.5203 0.3425 -2.2394 -0.29 -0.45 0.05
H -0.7468 -1.7093 -0.5846 -0.10 -0.78 -0.28
C 4.1391 1.2920 -1.6694 0.58 -0.05 0.00
C 4.4320 2.1823 -2.8748 -0.11 0.13 -1.03
C 4.0468 1.5182 -4.2517 -0.12 0.71 1.63
O 4.8710 0.4227 -4.4259 0.23 -1.16 -0.66
C 4.5189 -0.2823 -5.6083 0.46 -0.40 0.17
N 3.7630 3.5002 -2.6931 0.10 -0.78 -0.47
H 4.5431 1.8232 -0.8076 -0.65 0.14 0.08
H 4.7175 0.3689 -1.6319 0.07 -0.16 -0.62
H 3.0896 1.0153 -1.5688 -0.10 0.31 0.16
H 5.5077 2.3585 -2.8778 0.07 0.01 -0.14
H 4.0913 2.1446 -5.1426 0.32 0.68 0.13
H 2.9984 1.2285 -4.1801 -0.43 -0.31 0.09
H 5.2750 -1.0436 -5.7997 0.15 0.16 0.07
H 4.4666 0.3755 -6.4758 -0.01 0.17 -0.05
H 3.5749 -0.8189 -5.5127 -0.34 0.16 0.16
H 2.9103 3.4805 -3.2342 -0.68 0.04 0.14
H 4.2845 4.2259 -3.1637 0.43 0.12 0.06
C -7.9605 -1.7217 -1.8808 1.04 -1.30 0.70
C -6.8863 -2.4254 -0.9889 0.90 -0.18 -0.13
C -6.6459 -1.6329 0.3129 -0.04 0.38 -0.95
O -6.1829 -0.2728 0.0883 -0.87 -1.07 0.96
C -6.2022 0.5148 1.3161 0.85 -0.47 -1.78
N -7.1810 -3.8595 -0.6705 -0.90 1.50 -0.76
H -8.0003 -2.2818 -2.8150 -0.38 0.12 0.00
H -7.7179 -0.6794 -2.0877 0.12 -0.13 0.20
H -8.8982 -1.7822 -1.3284 -0.25 0.08 -0.27
H -5.9491 -2.5835 -1.5224 0.18 0.91 -0.33
H -5.9504 -2.1927 0.9382 0.20 0.10 0.20
H -7.6368 -1.6824 0.7643 -0.13 0.54 0.64
H -5.8096 1.4721 0.9732 -0.54 0.28 0.25
H -5.4270 0.1466 1.9881 -0.39 -0.34 0.44
H -7.2079 0.5577 1.7341 0.16 0.08 0.15
H -6.4294 -4.2811 -0.1438 -0.20 0.08 0.27
H -8.0685 -3.8827 -0.1889 0.03 -0.53 0.40
C 4.6267 -0.1954 2.9399 -0.55 0.21 0.63
C 4.1436 0.7419 1.8675 -1.41 0.61 -0.12
C 2.6278 1.1128 1.9924 0.53 -1.43 -1.43
O 2.2613 1.7000 3.1827 1.37 0.12 1.80
C 1.1295 2.5022 3.1306 -0.89 0.24 -0.46
N 4.8728 1.9808 1.8104 1.14 -0.09 0.53
H 3.9474 -1.0430 3.0306 0.02 -0.25 -0.23
H 4.5217 0.2865 3.9119 0.69 0.05 0.11
H 5.6279 -0.5332 2.6723 0.10 0.07 0.53
H 4.2959 0.1620 0.9573 -0.37 0.37 -0.55
H 2.0926 0.1751 1.8429 -0.68 -0.19 -0.10
H 2.4137 1.7857 1.1620 -0.14 0.07 -0.26
H 0.3044 1.8922 2.7628 -0.31 0.20 -0.35
H 1.2947 3.3797 2.5054 -0.05 0.02 -0.40
H 0.7963 2.8889 4.0937 0.61 -0.33 0.30
H 4.4487 2.5644 2.5173 0.25 0.52 0.00
H 4.8304 2.4538 0.9191 -0.28 0.04 0.14
C -0.1020 -3.4330 -3.1854 -0.85 0.74 0.73
C -0.2821 -4.7677 -2.5154 -1.28 -0.19 -0.41
C -1.8030 -5.1541 -2.2792 0.97 1.62 1.42
O -2.2893 -4.2330 -1.2836 0.40 -0.41 0.62
C -3.5486 -4.5695 -0.6843 -0.24 0.67 -1.14
N 0.3660 -5.7460 -3.3492 0.15 -1.36 0.14
H -0.6406 -2.7482 -2.5304 -0.13 0.52 -0.36
H -0.5619 -3.4268 -4.1737 0.02 0.07 -0.04
H 0.9221 -3.0647 -3.2467 -0.01 -0.42 -0.09
H 0.1640 -4.7233 -1.5218 0.09 -0.22 0.00
H -1.8532 -6.1350 -1.8066 0.02 -0.41 -0.51
H -2.4076 -5.0541 -3.1806 0.04 -0.30 -0.25
H -4.2316 -3.9129 -1.2231 -0.70 -0.35 0.14
H -3.6501 -4.3244 0.3729 0.73 0.10 0.05
H -3.8342 -5.6138 -0.8106 0.14 -0.08 -0.18
H 0.1622 -6.6535 -2.9555 0.49 -0.53 0.51
H -0.1739 -5.8640 -4.1946 0.05 0.62 -0.69
C 1.8258 5.1948 -0.2379 0.04 -0.65 -0.20
O 3.1965 4.8129 -0.2699 -0.39 0.86 1.36
H 1.4964 5.6647 0.6888 0.76 0.22 0.19
H 1.5819 5.8708 -1.0574 -0.14 -0.01 -0.14
H 1.2078 4.2978 -0.2770 -0.32 -0.14 -0.41
H 3.3417 4.2454 -1.0305 0.03 -0.29 -0.69
```
Positions in Å, forces in eV/Å.

- HOMO-LUMO gap (spin up / spin down) (eV) = 7.153 / 3.221
- multiplicity = 2
- energy above the lowest of the compared OMol25 structures with the same formula, charge and spin (eV) = 0.0000
- charge = +1
- HOMO (spin up / spin down) (eV) = -9.514 / -9.514